# 1
Entry from the OMol25 dataset: a cluster of 2 separate species, C9H14O in total at a distorted geometry (ωB97M-V with the def2-TZVPD basis set).

## Properties
**LUMO (spin up / spin down)**: 3.8953 / 3.8299 eV
**Expectation value of S²**: 0.76
**Total charge**: -1
**ΔE to the lowest compared entry with this formula, charge and spin**: 81.61 kJ/mol
**Spin multiplicity**: 2
**HOMO-LUMO gap (spin up / spin down)**: 3.2 / 7.1 eV
**Maximum force**: 2.7 eV/Å
**DFT total energy**: -11605.4724 eV
**HOMO (spin up / spin down)**: 0.71 / -3.24 eV

Geometry as XYZ:
```
24
Properties=species:S:1:pos:R:3:forces:R:3
C 1.164730 0.946862 -2.157560 0.816 0.672 1.130
C -1.820163 -0.206947 -0.189306 -1.070 -0.683 1.021
C -0.875270 -0.112447 -1.252256 -0.610 0.917 0.117
C -2.046312 0.878612 0.623212 -0.093 0.616 0.006
C -0.133952 1.096141 -1.357681 1.362 -0.458 0.015
C -1.517816 2.149685 0.317884 -0.817 -0.023 0.852
C -0.434671 2.201506 -0.577333 0.443 -0.510 -0.459
O -2.814005 0.788963 1.804809 0.169 0.322 -0.753
H -2.434124 -1.123472 0.018328 0.870 0.539 -0.166
H -0.739847 -0.915495 -1.939713 0.243 -0.472 -0.384
H -3.421325 0.086511 1.603181 -0.553 -0.608 0.229
H -1.903535 3.073775 0.750925 0.088 -0.424 0.290
H 1.947853 0.333162 -1.609501 -1.072 0.250 -0.544
H 1.676875 1.934892 -2.167269 -0.389 -0.393 -0.793
H 0.134865 3.120148 -0.438014 0.522 -0.207 -0.896
H 1.002610 0.469315 -3.141295 0.147 0.498 0.246
C 1.791241 -1.837115 0.497828 1.030 0.662 -0.397
C 1.280214 -1.799714 1.914536 -1.058 -1.865 -0.482
H 1.217124 -2.591604 -0.038581 -0.024 0.181 -0.248
H 1.747629 -0.853189 -0.064961 -0.210 -1.237 0.892
H 2.826781 -2.179421 0.519776 0.238 0.044 -0.344
H 1.662831 -1.143800 2.611129 1.275 2.152 0.918
H 1.449785 -2.757976 2.465437 -0.543 0.192 -0.786
H 0.238485 -1.558392 1.806429 -0.762 -0.168 0.535
```
Positions in Å, forces in eV/Å.

# 2
Entry from the OMol25 dataset: an isolated molecule of C3H4N2O3 at a distorted geometry (ωB97M-V with the def2-TZVPD basis set).

## Properties
**LUMO**: -0.8145 eV
**Total charge**: 0
**SMILES**: O=[N+]([O-])C1=CCON1
**ΔE to the lowest compared entry with this formula, charge and spin**: 601.76 kJ/mol
**HOMO-LUMO gap**: 8.2 eV
**Maximum force**: 3.6 eV/Å
**DFT total energy**: -12292.7585 eV
**HOMO**: -9.04 eV

Geometry as XYZ:
```
12
Properties=species:S:1:pos:R:3:forces:R:3
O -0.490810 2.610481 -0.736029 -0.026 0.249 -0.179
N -0.527290 1.938132 0.272523 -0.118 0.438 -0.223
O -0.836855 2.329280 1.377285 0.022 -0.056 0.284
C -0.169154 0.573247 0.130470 0.463 -3.271 1.360
C 0.159472 -0.115744 -0.963204 0.007 0.600 0.686
C 0.379684 -1.541528 -0.565621 -0.174 0.017 -0.188
O 0.414140 -1.529523 0.853063 0.279 0.132 0.386
N -0.270612 -0.360603 1.310887 -0.601 1.623 -1.768
H 0.245292 0.257177 -1.965557 -0.083 0.160 -0.109
H -0.445112 -2.175217 -0.934272 0.097 0.068 0.064
H 1.326716 -1.958315 -0.920931 -0.095 0.040 -0.019
H 0.214529 -0.027387 2.141385 0.230 0.003 -0.294
```
Positions in Å, forces in eV/Å.

# 3
Entry from the OMol25 dataset: a structure of composition C39H48N8OP2STi at a distorted geometry (ωB97M-V with the def2-TZVPD basis set).

## Properties
**LUMO (spin up / spin down)**: -8.4528 / -8.2096 eV
**Expectation value of S²**: 0.76
**Total charge**: +3
**ΔE to the lowest compared entry with this formula, charge and spin**: 135.24 kJ/mol
**Spin multiplicity**: 2
**HOMO-LUMO gap (spin up / spin down)**: 5.1 / 5.3 eV
**Maximum force**: 2.2 eV/Å
**DFT total energy**: -107699.8360 eV
**HOMO (spin up / spin down)**: -13.52 / -13.52 eV

Geometry as XYZ:
```
100
Properties=species:S:1:pos:R:3:forces:R:3
Ti 0.511760 0.290723 -0.092693 0.295 -0.803 1.359
C -2.895150 -5.774777 5.316677 0.302 0.032 -0.407
S -1.862888 -6.507307 4.018969 -0.142 -0.061 -0.202
C -2.246386 -5.407672 2.612106 0.359 -0.160 0.598
C -1.272514 -4.237257 2.544932 -0.226 0.116 -0.206
C -1.720816 -3.244881 1.469029 -0.195 -0.352 0.168
N -0.769480 -2.174842 1.154616 0.681 0.772 -0.451
P -0.640610 -0.683975 2.016925 -0.850 -1.625 0.452
C -2.397465 -0.274999 2.296599 0.508 0.408 -0.211
C -3.191255 -0.804075 3.312071 0.137 0.088 -0.027
C -4.535634 -0.474424 3.367971 -0.021 -0.024 0.024
C -5.094607 0.372789 2.424011 0.036 0.036 -0.072
C -4.311252 0.898925 1.406587 -0.040 0.004 -0.074
C -2.968304 0.574307 1.351019 0.191 -0.028 -0.051
C -0.016450 -1.164575 3.660498 0.266 0.388 -0.259
C 0.841940 -2.258356 3.757804 -0.035 0.140 -0.187
C 1.295849 -2.679074 4.993906 0.096 0.041 -0.028
C 0.956527 -1.964526 6.133053 -0.046 -0.028 -0.058
C 0.144238 -0.844051 6.037949 0.002 0.055 0.027
C -0.347349 -0.441373 4.807157 -0.011 0.010 -0.147
P 0.269227 -2.254133 -0.210694 -1.531 -1.494 0.627
C 1.029801 -3.903151 -0.066553 0.454 0.632 -0.188
C 2.238568 -3.961025 0.626890 -0.043 0.160 -0.069
C 2.844780 -5.180797 0.865405 0.068 -0.006 0.045
C 2.254957 -6.345369 0.395512 -0.002 0.074 0.055
C 1.061124 -6.290868 -0.308725 -0.052 -0.018 0.021
C 0.443175 -5.074054 -0.543362 -0.060 0.171 -0.053
C -0.849228 -2.413204 -1.648388 0.176 0.122 0.091
C -2.119597 -1.840128 -1.622606 0.122 -0.234 0.311
C -2.880000 -1.783583 -2.779397 -0.026 0.029 -0.100
C -2.362123 -2.260631 -3.974261 -0.169 0.038 0.098
C -1.102663 -2.840055 -4.005036 0.063 0.050 -0.006
C -0.344778 -2.910526 -2.849851 -0.015 -0.023 0.115
H -2.885331 -6.473873 6.146845 -0.026 0.007 0.081
H -3.909845 -5.658341 4.947285 -0.110 -0.007 0.090
H -2.481905 -4.820700 5.633646 -0.083 0.080 0.135
H -3.272106 -5.062414 2.726114 -0.154 -0.027 -0.105
H -2.172193 -6.027191 1.718679 -0.099 0.040 -0.080
H -0.278055 -4.621363 2.316040 0.077 0.032 0.067
H -1.229983 -3.739227 3.515798 0.024 -0.085 -0.046
H -2.658042 -2.780676 1.795753 0.017 -0.104 -0.240
H -1.916051 -3.789996 0.537466 -0.090 0.105 0.096
H -2.765723 -1.457089 4.059495 0.050 -0.065 0.062
H -5.153131 -0.875345 4.155935 -0.053 -0.064 0.092
H -6.140674 0.628764 2.482975 -0.110 0.020 0.010
H -4.751325 1.559190 0.673811 -0.050 0.069 -0.054
H -2.311494 0.991246 0.583670 -0.285 0.036 0.130
H 1.123313 -2.793603 2.860458 -0.010 -0.113 0.070
H 1.910919 -3.563622 5.066820 0.084 -0.030 0.019
H 1.329119 -2.282201 7.093450 0.006 -0.035 0.137
H -0.110863 -0.286040 6.926101 -0.031 0.040 0.059
H -0.993447 0.423937 4.741170 -0.045 0.040 0.038
H 2.688041 -3.033685 0.971801 0.081 -0.100 0.075
H 3.775692 -5.225564 1.409665 0.081 -0.024 0.045
H 2.729443 -7.295901 0.578499 0.046 -0.125 0.010
H 0.609952 -7.200134 -0.677028 -0.037 -0.056 -0.020
H -0.480933 -5.038609 -1.102951 -0.069 -0.020 -0.013
H -2.519065 -1.473386 -0.679121 -0.079 -0.043 -0.032
H -3.876631 -1.368814 -2.750127 -0.111 0.028 -0.001
H -2.950148 -2.193359 -4.875322 -0.089 -0.069 -0.122
H -0.716729 -3.239121 -4.929266 0.066 -0.052 -0.125
H 0.637609 -3.362203 -2.872433 0.073 -0.077 -0.058
N 6.141582 -0.429910 -1.073900 0.111 0.081 0.090
C 5.957613 0.564672 -0.198708 0.209 -0.261 -0.332
N 6.990192 1.288420 0.208966 0.057 -0.093 -0.030
N 4.762582 0.893653 0.264017 0.061 0.455 0.316
C 3.583941 0.502993 0.220440 -0.149 -0.045 0.234
N 2.431420 0.265610 0.304028 0.830 0.104 -0.108
H 7.063453 -0.664132 -1.407035 -0.004 -0.027 -0.006
H 5.379590 -1.008547 -1.383925 0.033 0.075 0.114
H 7.934149 1.092610 -0.084868 -0.028 -0.019 -0.021
H 6.856070 2.035229 0.872421 -0.111 -0.052 -0.005
N -1.579841 1.189834 -2.263838 0.099 0.043 -0.004
C -0.460449 0.709323 -2.893588 -0.091 0.009 0.261
C -0.309143 0.802604 -4.281210 0.344 0.004 -0.131
C 0.853859 0.356184 -4.872157 -0.485 0.098 0.496
C 1.838473 -0.210829 -4.061283 0.135 -0.021 0.362
C 1.632258 -0.271484 -2.704603 0.262 -0.281 -0.501
N 0.508997 0.193326 -2.104716 0.026 0.034 -1.712
H -2.325587 1.488251 -2.878186 -0.067 -0.169 0.178
H -1.885692 0.689600 -1.430505 -0.180 0.164 -0.567
H -1.107592 1.221867 -4.870768 -0.139 0.040 -0.083
H 0.982163 0.417610 -5.940052 0.020 0.011 -0.156
H 2.741355 -0.602955 -4.495175 0.176 -0.063 0.011
H 2.367729 -0.727379 -2.042002 -0.212 0.112 -0.201
C 1.567267 3.378419 -1.751812 0.535 -0.552 -0.060
N 0.302703 3.877232 -1.248464 -0.460 -1.075 0.963
C -0.077986 5.165297 -1.792732 -0.342 0.719 -0.130
C -0.399187 3.208312 -0.341021 -0.184 1.485 -0.641
C -1.604873 3.814678 0.312588 0.102 -0.050 -0.057
O -0.047572 2.039856 0.026593 -0.018 1.206 0.295
H 2.304682 4.181413 -1.700622 -0.061 -0.055 -0.012
H 1.463453 3.060194 -2.796045 0.007 0.071 0.157
H 1.920116 2.532540 -1.147679 -0.083 0.388 -0.226
H 0.315343 5.246398 -2.803124 0.053 -0.065 0.010
H 0.336142 5.977750 -1.195504 0.019 -0.002 0.006
H -1.155471 5.278307 -1.855211 0.023 -0.044 0.011
H -1.847155 4.809351 -0.038193 0.062 0.022 -0.007
H -1.416077 3.871015 1.386606 0.041 -0.085 -0.007
H -2.473982 3.173662 0.171007 0.042 -0.072 -0.015
```
Positions in Å, forces in eV/Å.

# 4
Entry from the OMol25 dataset: a structure of composition C6H7FS at a distorted geometry (ωB97M-V with the def2-TZVPD basis set).

## Properties
**LUMO**: -0.9628 eV
**Total charge**: 0
**ΔE to the lowest compared entry with this formula, charge and spin**: 771.75 kJ/mol
**HOMO-LUMO gap**: 7.4 eV
**Maximum force**: 5.1 eV/Å
**DFT total energy**: -19879.8412 eV
**HOMO**: -8.39 eV

Geometry as XYZ:
```
15
Properties=species:S:1:pos:R:3:forces:R:3
C -1.369469 1.764398 -1.354928 -2.014 1.549 0.042
C -0.157516 1.686071 -0.429556 0.613 -1.348 -2.022
C -0.081692 0.275432 0.028908 1.437 1.381 1.310
C 1.025587 -0.225112 0.689665 -1.901 -0.892 -3.936
C 1.118248 -1.687665 0.763703 3.220 -0.001 -2.388
C 0.255063 -2.464502 1.348127 -2.726 1.424 4.061
H -2.216581 2.293994 -0.392475 1.962 -1.696 -3.491
H -1.793741 0.383499 -1.696870 0.994 4.915 0.622
H -1.140363 2.744097 -2.402145 -1.063 -3.477 3.459
H -0.842440 -0.351316 -0.444717 0.365 -0.217 1.332
H 2.023407 -2.270674 0.037921 -2.522 2.089 2.456
H 0.692009 -3.423004 1.401485 -1.063 -1.724 0.265
H -0.711306 -1.979119 2.248965 3.316 -1.818 -3.279
F 2.165750 0.418198 0.577645 0.642 0.237 1.314
S 1.033041 2.835701 -0.375729 -1.261 -0.421 0.254
```
Positions in Å, forces in eV/Å.

Q: Number 1 is which compound?
A: C9H14O

Q: What is the formula in the first record?
A: C9H14O

Q: total charge of number 4 (C6H7FS)?
A: 0